[1]
A molecular structure, C12H27N5O7Pt. Source: the OMol25 dataset; level of theory: wB97M-V/def2-TZVPD.

Element x y z (Å)
O1 0.77 0.34 -3.82
H1 1.11 0.06 -4.69
Pt1 0.61 -0.33 -0.86
N1 -1.16 -0.91 -1.79
N2 -0.36 1.45 -1.08
N3 1.11 -1.90 0.10
N4 1.97 0.51 0.30
O2 -1.32 -2.18 -1.78
O3 0.54 -3.08 -0.11
O4 2.20 1.84 0.37
O5 -0.09 2.56 -0.46
C1 -1.62 1.39 -1.61
C2 -2.04 0.10 -2.03
C3 2.04 -1.71 1.03
C4 2.50 -0.36 1.17
C5 -3.28 -0.47 -2.50
H2 -3.10 -1.05 -3.39
H3 -3.98 0.27 -2.74
H4 -3.74 -1.13 -1.79
C6 -2.49 2.58 -1.58
H5 -2.00 3.47 -1.95
H6 -2.83 2.80 -0.57
H7 -3.40 2.43 -2.18
C7 2.37 -2.93 1.75
C8 3.33 0.25 2.22
H8 2.41 -3.77 1.06
H9 1.58 -3.15 2.47
H10 3.33 -2.81 2.24
H11 2.85 1.12 2.68
H12 4.32 0.56 1.88
H13 3.49 -0.49 3.00
H14 -0.28 -2.87 -0.70
H15 1.30 2.26 0.02
C9 1.95 1.64 -3.94
H16 1.50 2.46 -4.50
H17 2.88 1.29 -4.41
H18 2.09 1.75 -2.74
O6 1.40 -1.49 -2.43
H19 0.98 -0.61 -3.30
H20 2.25 -1.94 -2.43
C10 -0.75 1.21 2.94
N5 -1.65 0.07 3.13
C11 -2.30 -0.08 4.42
C12 -1.79 -0.84 2.17
O7 -1.23 -0.78 1.06
H21 -0.94 1.91 3.75
H22 -0.94 1.70 1.98
H23 0.31 0.90 2.98
H24 -3.39 -0.19 4.29
H25 -1.95 -0.97 4.95
H26 -2.09 0.80 5.02
H27 -2.46 -1.68 2.42

Calculated values
- HOMO level (alpha / beta) (Eh) = -0.185 / -0.248
- Kohn-Sham gap (alpha / beta) (eV) = 4.8 / 6.5
- lowest unoccupied orbital energy (alpha / beta) (eV) = -0.19 / -0.28
- spin multiplicity = 3
- expectation value of S² = 2.2218

These are the natural (NBO) partial charges, in e, on atoms 1 to 5: number 1, O, carries -0.6959; number 2, H, carries 0.4938; number 3, Pt, carries 1.2372; number 4, N, carries -0.0562; number 5, N, carries -0.1540


[2]
2 unconnected molecules or ions with the total composition C2H10N2O. Source: the OMol25 dataset; level of theory: wB97M-V/def2-TZVPD.

Element x y z (Å)
N1 2.06 0.34 1.14
C1 0.80 0.43 0.39
C2 -0.11 -0.72 0.77
N2 -1.46 -0.46 0.26
H1 2.65 -0.36 0.70
H2 2.56 1.22 1.02
H3 0.31 1.38 0.62
H4 0.95 0.39 -0.70
H5 -0.07 -0.90 1.84
H6 0.25 -1.62 0.26
H7 -1.86 0.32 0.76
H8 -2.05 -1.27 0.43
O1 -1.31 0.15 -2.80
H9 -0.97 0.09 -1.89
H10 -1.78 0.99 -2.80

Calculated values
- HOMO level (Eh) = -0.356
- Kohn-Sham gap (eV) = 10.7
- SMILES = NCCN.O
- lowest unoccupied orbital energy (eV) = 0.98
- ΔE to the lowest compared entry with this formula, charge and spin (kcal per mole) = 3.94
- spin multiplicity = 1

These are the natural (NBO) partial charges, in e, on atoms 1 to 5: number 1, N, carries -0.8284; number 2, C, carries -0.2247; number 3, C, carries -0.2259; number 4, N, carries -0.8481; number 5, H, carries 0.3501


[3]
A molecular structure, C18H22NO2S4Tc. Source: the OMol25 dataset; level of theory: wB97M-V/def2-TZVPD.

Element x y z (Å)
Tc1 0.44 -1.08 -0.19
C1 0.18 1.87 -2.22
C2 1.62 1.75 -1.72
S1 2.26 0.09 -1.26
C3 2.54 -0.89 -2.79
C4 1.31 -1.56 -3.38
S2 0.52 -2.60 -2.11
C5 -1.21 -2.68 -2.65
C6 -2.11 -2.93 -1.45
S3 -1.86 -1.83 0.00
C7 -2.85 -0.31 -0.19
C8 -2.48 0.65 -1.32
S4 -0.73 0.39 -1.71
H1 0.12 1.91 -3.31
H2 -0.29 2.77 -1.82
H3 1.76 2.30 -0.79
H4 2.33 2.15 -2.44
H5 3.28 -1.62 -2.47
H6 3.02 -0.23 -3.51
H7 1.62 -2.21 -4.20
H8 0.58 -0.85 -3.76
H9 -1.31 -3.52 -3.34
H10 -1.46 -1.76 -3.18
H11 -1.95 -3.92 -1.03
H12 -3.17 -2.86 -1.72
H13 -2.72 0.16 0.78
H14 -3.89 -0.64 -0.27
H15 -2.66 1.68 -1.01
H16 -3.04 0.46 -2.24
O1 2.36 -3.24 2.51
C9 1.76 -2.37 1.99
O2 1.38 -2.44 0.64
C10 1.32 -1.08 2.59
C11 1.58 -0.82 3.92
C12 1.16 0.38 4.44
C13 0.49 1.31 3.62
C14 0.06 2.55 4.14
C15 -0.58 3.45 3.34
C16 -0.81 3.13 1.98
C17 -0.40 1.93 1.45
C18 0.25 0.98 2.26
N1 0.67 -0.24 1.76
H17 2.11 -1.56 4.51
H18 1.35 0.63 5.48
H19 0.25 2.78 5.18
H20 -0.91 4.40 3.73
H21 -1.31 3.85 1.35
H22 -0.58 1.71 0.41

Calculated values
- HOMO level (alpha / beta) (Eh) = -0.657 / -0.657
- Kohn-Sham gap (alpha / beta) (eV) = 5.1 / 5.6
- total charge = +3
- lowest unoccupied orbital energy (alpha / beta) (eV) = -12.74 / -12.32
- spin multiplicity = 2
- expectation value of S² = 0.7631

These are the natural (NBO) partial charges, in e, on atoms 1 to 5: number 1, Tc, carries 0.5577; number 2, C, carries -0.5239; number 3, C, carries -0.5460; number 4, S, carries 0.6039; number 5, C, carries -0.5480


[4]
A molecular structure, C41H58N3. Source: the OMol25 dataset; level of theory: wB97M-V/def2-TZVPD.

Element x y z (Å)
C1 -0.22 0.16 0.15
N1 0.97 0.51 0.89
C2 1.98 -0.51 1.08
C3 1.25 1.86 1.19
H1 -0.25 -0.92 -0.04
H2 -1.11 0.38 0.74
H3 -0.30 0.67 -0.82
H4 1.48 -1.48 1.24
H5 2.66 -0.63 0.22
H6 2.57 -0.27 1.97
H7 2.06 1.77 1.90
H8 1.47 2.45 0.29
C4 -0.85 2.89 1.21
C5 -1.80 3.22 2.32
C6 -2.43 4.52 1.81
C7 -2.84 2.09 2.37
C8 -1.14 3.39 3.73
C9 -1.61 4.44 4.52
C10 -1.39 4.51 5.89
C11 -0.81 3.44 6.54
C12 -0.39 2.31 5.82
C13 -0.12 1.04 6.65
C14 1.21 1.18 7.38
C15 -0.27 -0.22 5.79
C16 -1.18 0.91 7.75
C17 -0.21 2.50 4.41
N2 1.13 2.24 3.89
C18 1.86 3.31 3.32
C19 1.41 3.84 2.10
C20 2.00 5.13 1.67
C21 2.73 5.36 0.49
C22 3.46 6.56 0.41
C23 3.35 7.53 1.40
C24 2.41 7.39 2.43
C25 1.65 6.24 2.48
N3 3.22 3.10 3.54
C26 4.23 4.14 3.48
C27 4.23 5.13 4.48
C28 3.42 5.04 5.82
C29 3.40 6.38 6.56
C30 4.12 3.99 6.69
C31 1.97 4.67 5.64
C32 5.11 6.22 4.35
C33 6.12 6.21 3.40
C34 6.23 5.14 2.54
C35 5.23 4.16 2.46
C36 5.43 3.18 1.26
C37 5.77 3.97 -0.01
C38 4.19 2.38 0.94
C39 6.57 2.23 1.62
C40 3.34 1.88 4.20
C41 2.11 1.38 4.43
H9 0.08 2.25 1.67
H10 -1.32 2.25 0.47
H11 -0.50 3.76 0.63
H12 -3.34 4.79 2.37
H13 -1.71 5.35 1.87
H14 -2.70 4.40 0.75
H15 -3.68 2.35 3.02
H16 -3.23 1.91 1.35
H17 -2.38 1.16 2.73
H18 -2.20 5.24 4.06
H19 -1.76 5.37 6.45
H20 -0.69 3.48 7.63
H21 1.21 2.08 8.00
H22 1.38 0.32 8.03
H23 2.07 1.25 6.72
H24 -1.34 -0.44 5.67
H25 0.13 -0.13 4.78
H26 0.22 -1.07 6.29
H27 -2.19 0.91 7.32
H28 -1.03 -0.03 8.28
H29 -1.12 1.72 8.49
H30 0.36 4.08 2.34
H31 2.73 4.62 -0.32
H32 4.13 6.73 -0.44
H33 3.97 8.43 1.36
H34 2.27 8.15 3.20
H35 0.82 6.15 3.20
H36 2.97 7.16 5.92
H37 2.78 6.30 7.46
H38 4.41 6.68 6.88
H39 4.14 3.01 6.21
H40 5.16 4.29 6.86
H41 3.62 3.89 7.66
H42 1.82 3.61 5.50
H43 1.39 4.89 6.55
H44 1.50 5.22 4.82
H45 5.03 7.08 5.01
H46 6.84 7.03 3.36
H47 7.09 5.08 1.87
H48 6.77 4.41 0.03
H49 5.74 3.30 -0.89
H50 5.04 4.76 -0.18
H51 4.09 1.52 1.60
H52 3.33 3.04 1.01
H53 4.20 2.00 -0.09
H54 6.33 1.67 2.53
H55 6.74 1.51 0.80
H56 7.50 2.79 1.79
H57 4.31 1.51 4.50
H58 1.88 0.43 4.88

Calculated values
- HOMO level (Eh) = -0.365
- Kohn-Sham gap (eV) = 6.3
- total charge = +1
- lowest unoccupied orbital energy (eV) = -3.63
- ΔE to the lowest compared entry with this formula, charge and spin (kcal per mole) = 122.40
- spin multiplicity = 1

These are the Mulliken partial charges, in e, on atoms 1 to 5: number 1, C, carries -0.9692; number 2, N, carries 0.3467; number 3, C, carries -0.7911; number 4, C, carries 0.3986; number 5, H, carries 0.3861


Calculated total energy
In order: -1392.8099, -266.9380, -2576.9120, -1760.8137
Unit: a.u.
F_max
In order: 5.4, 0.4, 1.7, 5.5
Unit: eV/A